Entry from OMol25: C32H55N4OP2Sn as an isolated structure (ωB97M-V with the def2-TZVPD basis set).

energy above the lowest of the compared OMol25 structures with the same formula, charge and spin: 178.2 kJ/mol
Kohn-Sham gap (alpha / beta): 0.2267 / 0.2030 Ha
F_max: 5.898 eV/A
LUMO (alpha / beta): -10.47 / -10.30 eV
calculated total energy: -2442.57385 a.u.
HOMO energy (alpha / beta): -16.6 / -15.8 eV
net charge: +3

XYZ file:
```
95
C32H55N4OP2Sn (ωB97M-V with the def2-TZVPD basis set)
C 2.392 -1.138 -1.585
C 1.798 0.934 -2.584
C 3.323 -1.403 -2.584
C 2.528 0.528 -3.756
C 3.358 -0.578 -3.719
H 4.006 -2.236 -2.404
H 2.397 1.128 -4.651
H 4.065 -0.830 -4.512
N 1.727 0.036 -1.518
P 0.438 -2.504 0.177
P 0.418 2.663 -0.914
C 2.182 -2.229 -0.497
H 2.464 -3.214 -0.953
H 2.861 -2.042 0.369
C -1.803 -0.404 2.146
O -2.782 -0.228 2.716
C 1.358 2.264 -2.380
H 1.199 2.784 -3.356
C -1.503 3.448 -0.900
C 1.845 3.915 -0.435
C -0.406 -3.621 -1.115
C 0.708 -3.393 1.849
C -2.585 2.538 -0.279
H -2.413 2.323 0.785
H -3.553 3.076 -0.347
H -2.702 1.590 -0.827
C -1.499 4.759 -0.118
H -1.216 4.591 0.929
H -0.837 5.512 -0.564
H -2.519 5.179 -0.119
C -1.897 3.660 -2.354
H -2.888 4.142 -2.440
H -1.171 4.269 -2.915
H -1.993 2.674 -2.818
C 1.643 4.445 0.984
H 1.394 3.633 1.683
H 2.580 4.904 1.341
H 0.859 5.205 1.064
C 3.211 3.190 -0.496
H 3.180 2.268 0.099
H 3.508 2.921 -1.523
H 4.011 3.796 -0.035
C 1.694 4.958 -1.558
H 1.363 4.495 -2.503
H 0.958 5.745 -1.335
H 2.667 5.425 -1.768
C -0.686 -3.708 2.409
H -0.556 -4.104 3.423
H -1.320 -2.814 2.469
H -1.209 -4.478 1.826
C 1.445 -2.452 2.811
H 2.478 -2.257 2.490
H 0.934 -1.494 2.949
H 1.498 -2.946 3.792
C 1.553 -4.663 1.698
H 2.485 -4.488 1.144
H 1.826 -4.997 2.710
H 1.015 -5.493 1.232
C 0.005 -3.157 -2.527
H 1.046 -3.427 -2.760
H -0.631 -3.654 -3.280
H -0.126 -2.073 -2.651
C -1.924 -3.494 -0.941
H -2.240 -2.448 -1.013
H -2.401 -4.062 -1.763
H -2.266 -3.907 0.018
C -0.051 -5.108 -0.978
H 1.031 -5.302 -1.008
H -0.483 -5.557 -0.075
H -0.497 -5.644 -1.831
Sn 0.159 0.152 0.149
N -2.180 -0.440 -1.992
C -2.697 -0.579 -3.061
C -2.635 -0.115 -4.495
C -1.568 1.082 -4.739
C -1.932 -1.260 -5.292
C -4.071 0.404 -4.825
H -1.788 2.010 -4.208
H -0.532 0.837 -4.408
H -1.597 1.317 -5.838
H -2.206 -2.312 -5.049
H -1.952 -1.151 -6.400
H -0.860 -1.136 -5.040
H -4.076 0.924 -5.800
H -4.846 -0.381 -4.875
H -4.435 1.115 -4.042
N 3.232 1.229 3.222
C 2.105 1.601 3.962
C 1.034 1.335 3.172
N 1.474 0.783 1.965
C 2.818 0.768 2.038
H 4.203 1.306 3.491
H 2.142 2.010 4.954
H -0.018 1.479 3.358
H 3.487 0.413 1.251
```

Entry from OMol25: C25H46BNP2Sc as an isolated structure (ωB97M-V with the def2-TZVPD basis set).

energy above the lowest of the compared OMol25 structures with the same formula, charge and spin: 253.1 kJ/mol
Kohn-Sham gap: 0.1919 Ha
F_max: 1.926 eV/A
LUMO: -4.74 eV
calculated total energy: -2502.88931 a.u.
HOMO energy: -10.0 eV
net charge: +1

XYZ file:
```
76
C25H46BNP2Sc (ωB97M-V with the def2-TZVPD basis set)
Sc -0.995 1.148 2.586
C 0.222 0.563 4.646
C 1.104 0.934 3.586
C -0.238 2.765 4.092
C -0.644 1.665 4.928
C 0.878 2.319 3.293
C 0.244 -0.757 5.332
H 1.201 -1.248 5.131
H -0.554 -1.430 5.000
H 0.150 -0.643 6.420
C -1.693 1.644 5.993
H -1.312 1.165 6.911
H -2.561 1.054 5.669
H -2.033 2.653 6.262
C -0.940 4.072 3.955
H -1.370 4.403 4.912
H -1.767 4.032 3.228
H -0.261 4.861 3.631
C 1.534 3.024 2.161
H 2.284 3.755 2.484
H 0.797 3.548 1.540
H 2.071 2.299 1.536
C 2.066 0.048 2.876
H 3.112 0.364 3.018
H 1.880 0.032 1.793
H 1.979 -0.997 3.197
C 0.222 -3.017 0.402
C 1.323 -3.050 1.152
C 2.752 -2.887 0.716
C 2.934 -2.518 -0.775
C 2.792 -1.051 -0.979
C 1.677 -0.405 -1.360
C 0.305 -0.779 -0.882
C -0.025 -2.308 -0.901
H 3.312 -3.828 0.902
H 2.267 -3.125 -1.389
H 3.227 -2.118 1.338
H 0.480 -2.814 -1.735
H -0.686 -3.453 0.811
H 1.248 -3.322 2.217
H -1.109 -2.391 -1.126
H 0.169 -0.393 0.149
H 1.740 0.551 -1.897
H -0.430 -0.260 -1.517
H 3.951 -2.801 -1.073
H 3.685 -0.454 -0.748
P -0.717 -0.712 -3.906
P -0.849 2.202 -4.673
C -1.037 -0.409 -5.743
C -1.484 1.022 -6.000
H -1.819 -1.119 -6.053
H -0.117 -0.636 -6.304
H -1.107 1.363 -6.978
H -2.580 1.104 -6.019
C -1.495 3.654 -5.618
H -1.101 4.576 -5.185
H -2.586 3.672 -5.540
H -1.217 3.605 -6.678
C 0.862 2.226 -5.408
H 0.818 2.203 -6.507
H 1.442 1.367 -5.048
H 1.356 3.151 -5.088
C -2.276 -1.681 -3.701
H -2.425 -1.995 -2.662
H -2.248 -2.557 -4.362
H -3.105 -1.025 -3.998
C 0.532 -2.057 -4.233
H 1.029 -1.868 -5.187
H 0.027 -3.025 -4.274
H 1.298 -2.061 -3.461
B -2.753 -2.370 4.522
C -2.584 -1.177 3.584
N -2.453 -0.276 2.830
H -3.864 -2.804 4.279
H -2.652 -2.038 5.699
H -1.882 -3.185 4.227
```

Entry from OMol25: C6H8KMgO6 as an isolated structure (ωB97M-V with the def2-TZVPD basis set).

Kohn-Sham gap (alpha / beta): 0.1167 / 0.1167 Ha
F_max: 3.863 eV/A
LUMO (alpha / beta): 1.79 / 1.79 eV
calculated total energy: -1484.83488 a.u.
HOMO energy (alpha / beta): -1.4 / -1.4 eV
net charge: -1

XYZ file:
```
22
C6H8KMgO6 (ωB97M-V with the def2-TZVPD basis set)
K 1.561 -3.198 -0.723
O 0.767 -0.899 0.509
O 0.914 -0.622 -1.708
C -0.006 -0.407 -2.763
C -1.369 -0.544 -2.081
O -1.096 -0.353 -0.705
C 0.318 -0.132 -0.496
H 0.145 0.597 -3.188
H 0.156 -1.172 -3.530
H -1.785 -1.552 -2.229
H -2.086 0.214 -2.424
Mg -1.070 -1.954 1.062
O -1.723 -0.426 2.220
O 0.549 1.174 -0.241
C 1.342 1.202 1.156
C 0.500 1.038 2.415
O -0.813 1.595 2.346
C -1.943 0.808 2.286
H 1.847 2.154 1.401
H 2.320 0.923 0.737
H 1.017 1.564 3.232
H 0.458 -0.010 2.724
```

Entry from OMol25: one molecule with the formula C3H8F2N2 (ωB97M-V with the def2-TZVPD basis set).

energy above the lowest of the compared OMol25 structures with the same formula, charge and spin: 152.9 kJ/mol
Kohn-Sham gap: 0.3832 Ha
F_max: 7.419 eV/A
LUMO: 0.98 eV
calculated total energy: -428.29713 a.u.
HOMO energy: -9.4 eV

XYZ file:
```
15
C3H8F2N2 (ωB97M-V with the def2-TZVPD basis set)
C 2.008 -0.336 1.310
C -1.815 0.684 -1.552
C 0.181 -0.112 -0.047
N 0.708 0.280 1.175
N -1.380 0.566 -0.161
F 0.761 0.271 -1.138
F 0.004 -1.551 -0.106
H 2.047 -1.492 1.336
H 2.563 -0.047 0.408
H 2.421 -0.056 2.239
H -1.367 -0.092 -2.187
H -2.874 0.487 -1.630
H -1.545 1.644 -1.966
H 0.234 0.017 2.048
H -1.947 -0.262 0.273
```